47
Properties=species:S:1:pos:R:3:forces:R:3:mulliken_spin:R:1 method="wB97M-V/def2-TZVPD" energy_ha=-2158.897147 charge=+3 multiplicity=4 homo_energy_ev="-18.018 / -18.977" e_lumo_ev="-12.15 / -13.26" e_above_lowest_kcal_mol=35.9 homo_lumo_gap_ev="5.863 / 5.716"
H 0.063433 2.003604 -4.566234 0.0 0.2 0.6 -0.013
H 2.949085 -2.151914 -0.237366 0.3 0.2 0.1 0.002
H -2.795991 -2.160550 -0.185379 -0.5 0.4 0.1 0.003
C -3.143106 -1.128232 -0.003513 0.0 -0.6 0.2 0.023
C 3.177436 -1.123579 0.064763 -0.1 -0.6 -0.1 0.033
H -4.172253 -0.968576 -0.363922 0.3 -0.3 0.2 0.005
Re 0.039503 -0.763078 -1.036575 -0.7 -1.6 4.1 1.786
C -2.333369 1.463341 0.243148 1.0 0.5 -0.1 0.002
C 0.046670 0.510432 -3.020171 0.0 2.5 2.8 0.035
H -2.576060 1.198821 -3.012594 -0.4 -0.2 0.2 -0.002
Cl 0.108238 -2.931978 0.073148 0.0 1.4 -1.6 0.071
H 3.324856 -0.383138 -2.913886 0.0 0.5 0.3 0.000
H -4.032627 0.856774 -2.008519 0.3 -0.1 -0.2 -0.001
C 3.146389 0.515806 -2.289897 -0.6 0.0 -0.4 0.040
C -0.066635 0.029604 2.347180 -0.2 0.2 2.5 -0.009
P 2.112423 0.046969 -0.823077 6.3 0.7 1.3 0.205
H 2.654286 1.303289 -2.903301 0.5 -0.4 0.4 -0.002
H -3.258753 -0.470217 -2.943148 0.0 0.3 0.1 0.001
H 2.983009 -1.003973 1.138227 0.1 -0.2 -0.3 0.001
H 0.042517 -2.099325 4.933296 0.0 -0.3 -0.4 0.000
H 1.085478 -2.373305 3.496890 -0.6 0.2 0.1 0.001
H -1.292714 0.647696 4.774272 0.0 -0.1 -0.2 0.002
H 3.429402 1.561531 0.462118 -0.4 0.0 -0.1 -0.003
H -1.732901 2.335501 -0.058836 -0.3 -0.1 0.2 0.003
O -0.059419 -0.463544 1.188632 0.2 -0.3 -1.4 -0.006
O 0.023109 1.214909 -1.996473 0.1 -1.4 -2.8 -0.065
H 0.925707 0.527413 -4.947018 0.2 -0.3 0.2 0.002
H 4.114860 0.897257 -1.906098 -0.6 -0.2 -0.2 0.000
C 2.342529 1.435668 0.337669 -1.0 0.5 0.0 0.009
H -0.792201 0.525584 -4.962346 -0.2 -0.3 0.2 0.002
H -3.091165 -0.903981 1.079096 0.0 -0.3 -0.6 0.003
H -0.073104 1.129304 2.514079 -0.1 -0.5 -0.4 0.001
I 0.097316 -1.995209 -3.159229 0.1 -1.7 -2.2 0.621
H 1.886763 1.164175 1.310327 0.4 0.3 -0.6 0.001
H -0.100571 -0.318647 5.601482 0.1 0.0 0.0 0.000
C -0.279799 0.249802 4.697047 -0.2 1.0 0.9 -0.002
C 0.093706 -2.024531 3.845068 -0.1 -0.7 -0.7 0.000
C -3.078243 0.452759 -2.374368 0.7 0.0 -0.2 0.038
P -2.079798 0.052095 -0.882308 -5.5 0.3 1.2 0.209
C 0.061625 0.924921 -4.406671 0.0 0.1 -1.3 -0.053
H -3.404390 1.710921 0.204581 0.3 -0.1 0.0 -0.003
H -0.705262 -2.642629 3.392046 0.5 0.3 0.2 0.002
H -2.053059 1.150044 1.265762 -0.3 0.3 -0.6 0.003
N -0.100591 -0.601983 3.534761 0.3 0.7 -2.2 0.036
H 0.407959 1.093841 4.692249 0.1 0.0 0.0 0.002
H 1.888771 2.364709 -0.043540 0.3 -0.2 0.3 0.003
H 4.216921 -0.858368 -0.151366 -0.1 -0.2 0.1 0.007